[1]
C18H36HgN2O2 | the ωB97M-V functional and the def2-TZVPD basis

Last column: Mulliken charge in e.
Positions of all 59 atoms, in Å:
Hg -0.3861 0.0593 -0.1554  0.98
C 0.0897 1.9847 -2.6325  -2.17
C -0.3874 0.7082 -3.3813  1.73
C 0.8591 0.2545 -4.1751  -1.36
C 1.8732 -0.6173 -3.4628  -0.60
C 1.2584 -1.6999 -2.6663  -1.02
C -0.3303 -1.8047 -2.6438  1.20
N -0.8460 -0.4147 -2.5426  0.82
O -2.0440 -0.2332 -1.7724  -0.74
C -0.7705 -2.8349 -1.5180  -1.92
C -0.9033 -2.4057 -3.8819  -1.84
C -1.5162 1.0533 -4.3538  -1.82
H 0.9578 1.8290 -1.9919  0.41
H -0.6633 2.4578 -2.0023  0.35
H 0.2267 2.8104 -3.3306  0.52
H 1.4437 1.1247 -4.4734  0.53
H 0.5563 -0.3405 -5.0367  0.43
H 2.4474 0.0471 -2.8171  0.28
H 2.5569 -0.9696 -4.2352  0.32
H 1.5658 -1.7940 -1.6248  0.40
H 1.5445 -2.6710 -3.0702  0.42
H -0.0418 -2.9908 -0.7225  0.37
H -0.8578 -3.8315 -1.9507  0.49
H -1.7686 -2.7012 -1.1008  0.34
H -0.4166 -3.3715 -4.0177  0.49
H -0.8971 -1.8352 -4.8106  0.36
H -1.9718 -2.6077 -3.8063  0.39
H -1.8862 0.1973 -4.9180  0.30
H -1.4316 1.9015 -5.0332  0.40
H -2.3833 1.3061 -3.7436  0.42
C 1.1591 -1.1117 4.2297  -1.62
C 0.0176 -0.7111 3.2501  1.41
C -1.1264 -0.0851 4.1169  -1.39
C -0.9831 1.3535 4.4743  -0.74
C -0.7090 2.1671 3.2622  -1.21
C 0.5288 1.7239 2.4940  2.44
N 0.3601 0.2310 2.1459  0.85
O 1.4249 -0.3597 1.2980  -0.73
C 1.7368 2.1319 3.2926  -1.68
C 0.5199 2.4294 1.1844  -3.03
C -0.6349 -1.9495 2.6746  -2.00
H 0.7246 -1.9118 4.8291  0.48
H 1.4084 -0.3548 4.9733  0.37
H 2.0960 -1.4957 3.8260  0.27
H -1.2636 -0.6874 5.0149  0.46
H -2.0885 -0.1262 3.6062  0.38
H -0.2548 1.4157 5.2829  0.36
H -1.7903 1.7640 5.0808  0.46
H -0.6691 3.1863 3.6465  0.43
H -1.5522 2.0333 2.5845  0.20
H 1.7918 1.5034 4.1814  0.28
H 1.7377 3.1553 3.6678  0.38
H 2.6925 1.9729 2.7932  0.38
H 1.3428 2.1312 0.5347  0.50
H 0.6226 3.5048 1.3297  0.52
H -0.4315 2.3207 0.6636  0.58
H -1.1577 -2.5915 3.3835  0.44
H 0.0132 -2.6083 2.0968  0.32
H -1.3935 -1.6423 1.9546  0.39

Cartesian forces (eV/Å) of the 2 atoms listed first:
-0.51 -1.02 0.01
-1.27 0.19 0.43

Computed properties:
LUMO	-0.76	eV

[2]
C27H23Cl3CsO2Sb | the ωB97M-V functional and the def2-TZVPD basis

Last column: Mulliken charge in e.
Positions of all 57 atoms, in Å:
Cs -0.3991 -0.0118 0.2208  1.13
C 3.1155 2.3262 -0.6007  -1.31
C 2.1500 2.5055 0.5363  0.81
C 2.3326 1.8563 1.7559  -0.44
C 1.4365 2.0261 2.8060  -0.52
C 0.3301 2.8511 2.6540  -0.47
C 0.1286 3.4981 1.4393  -0.42
C 1.0280 3.3249 0.3963  -0.32
H 3.3755 3.2902 -1.0400  0.35
H 2.6757 1.7084 -1.3873  0.21
H 4.0349 1.8480 -0.2644  0.37
H 3.1990 1.2193 1.8923  0.31
H 1.6180 1.5266 3.7496  0.37
H -0.3562 3.0068 3.4764  0.39
H -0.7249 4.1515 1.3070  0.37
H 0.8632 3.8389 -0.5437  0.34
C -7.5555 -4.1380 1.5581  -0.39
C -6.4164 -4.8865 1.8142  -0.57
C -5.1850 -4.4590 1.3348  -0.59
C -5.0755 -3.2875 0.5878  -0.20
C -6.2273 -2.5437 0.3402  0.09
C -7.4587 -2.9647 0.8224  -0.65
Sb -3.1487 -2.7479 -0.1420  1.05
C -3.6150 -0.6634 -0.4466  -0.71
C -3.9002 0.1158 0.6775  -0.45
C -4.0636 1.4908 0.5728  -0.60
C -3.9303 2.1115 -0.6630  -0.45
C -3.6528 1.3484 -1.7872  -0.68
C -3.5002 -0.0307 -1.6810  0.35
C -3.3944 -3.3331 -2.1759  -0.04
C -4.6255 -3.6945 -2.7158  0.03
C -4.7278 -4.0326 -4.0586  -0.68
C -3.6026 -4.0083 -4.8715  -0.40
C -2.3726 -3.6534 -4.3371  -0.60
C -2.2634 -3.3234 -2.9914  -0.41
H -8.5165 -4.4666 1.9322  0.38
H -6.4795 -5.8020 2.3884  0.38
H -4.3035 -5.0541 1.5491  0.35
H -6.1683 -1.6254 -0.2334  0.39
H -8.3439 -2.3751 0.6197  0.38
H -4.0008 -0.3483 1.6547  0.39
H -4.2927 2.0749 1.4556  0.40
H -4.0489 3.1838 -0.7500  0.41
H -3.5494 1.8234 -2.7546  0.40
H -3.2724 -0.6074 -2.5706  0.38
H -5.5142 -3.7163 -2.0959  0.37
H -5.6898 -4.3142 -4.4684  0.39
H -3.6843 -4.2692 -5.9191  0.38
H -1.4860 -3.6317 -4.9586  0.40
H -1.2903 -3.0481 -2.6000  0.40
Cl 1.8590 -2.9399 -4.2053  -0.14
C 2.2564 -1.3945 -3.4448  0.51
Cl 2.6450 -0.2148 -4.6996  -0.14
Cl 3.6793 -1.6147 -2.3851  -0.17
C 1.0992 -0.8851 -2.5054  0.20
O 1.0831 0.3397 -2.3021  -0.67
O 0.3780 -1.7683 -2.0094  -0.67

Cartesian forces (eV/Å) of the 2 atoms listed first:
0.19 0.20 0.00
0.04 0.00 -0.02

Computed properties:
LUMO	-0.15	eV

For each record above, in turn, the calculated ΔE to the lowest compared entry with this formula, charge and spin values are 1.710, 0.122 eV.